The following is a quantum chemistry calculation of a 10-piece molecular cluster, C57H122Br2N12O4 overall at a distorted geometry, from the Open Molecules 2025 dataset.

Geometry as XYZ:
```
197
Properties=species:S:1:pos:R:3:mulliken_charge:R:1
C 4.2514 7.5193 7.0885 -1.564
C 4.1162 6.0138 6.9432 1.025
C 3.2446 5.3070 8.0372 -0.973
C 1.8309 5.8901 8.0477 -0.723
C 1.1096 5.6572 6.6623 -1.099
C 1.8214 6.1974 5.4442 1.496
N 3.3150 5.8800 5.5692 0.761
O 3.9611 5.7576 4.5396 -0.326
C 1.6837 7.7249 5.3006 -1.582
C 1.3873 5.4494 4.1273 -1.978
C 5.3813 5.2038 6.7015 -1.544
H 3.4165 8.1398 7.3952 0.325
H 4.7008 7.9183 6.1550 0.413
H 5.0252 7.5922 7.8364 0.458
H 3.7920 5.4953 8.9727 0.446
H 3.2691 4.2297 7.8830 0.415
H 1.7631 6.9058 8.4017 0.401
H 1.2552 5.2874 8.7465 0.412
H 0.0801 6.0567 6.6883 0.425
H 0.9640 4.5546 6.6238 0.378
H 2.6238 8.0824 4.7826 0.334
H 1.5008 8.2467 6.2452 0.315
H 0.8720 7.9972 4.6699 0.518
H 1.5993 4.3857 4.1379 0.450
H 1.8633 5.8512 3.2815 0.496
H 0.3126 5.6353 4.0287 0.506
H 5.0973 4.1728 6.3305 0.390
H 5.8434 5.1466 7.7062 0.429
H 6.0951 5.6910 6.0567 0.395
C 6.8748 -3.2526 1.1525 -1.101
C 7.4977 -1.9190 0.7582 -0.381
N 6.5684 -0.8384 0.8056 0.345
C 5.8428 -0.5499 1.9789 -0.438
C 5.0192 0.5229 1.5775 -0.503
N 5.3394 0.8659 0.2958 0.248
C 6.2602 0.0422 -0.1180 -0.223
C 4.6447 1.8169 -0.5233 -0.902
H 6.1219 -3.6004 0.4493 0.173
H 6.3770 -3.1020 2.1072 0.416
H 7.6007 -4.0299 1.2768 0.409
H 7.8996 -1.9594 -0.2711 0.278
H 8.3288 -1.7143 1.4103 0.315
H 5.9299 -1.1467 2.8599 0.432
H 4.2747 1.0925 2.1267 0.468
H 6.7107 0.0617 -1.0972 0.342
H 5.3522 2.5902 -0.7777 0.376
H 3.8456 2.2502 0.0034 0.310
H 4.2369 1.3884 -1.4116 0.344
C -3.9321 6.2260 2.4780 -0.763
C -4.0854 6.8214 1.0557 -0.484
N -2.9075 7.3978 0.4281 0.254
C -1.7965 6.7232 0.0473 -0.143
C -0.8891 7.5933 -0.4481 -0.595
N -1.4926 8.8480 -0.4060 0.110
C -2.6756 8.7099 0.1894 -0.078
C -0.9154 10.0872 -0.9782 -0.803
H -4.9444 5.7881 2.6362 0.153
H -3.6479 6.9660 3.2171 0.400
H -3.1384 5.4582 2.4537 0.210
H -4.8874 7.5879 1.0335 0.297
H -4.3245 5.9838 0.4064 0.254
H -1.7475 5.6207 0.1026 0.242
H 0.1277 7.3373 -0.7636 0.409
H -3.4142 9.4583 0.3605 0.411
H -0.0720 9.9031 -1.6195 0.315
H -0.5909 10.6633 -0.1001 0.364
H -1.7072 10.6759 -1.4067 0.319
C 0.2150 -4.4870 6.6914 -1.048
C -0.8613 -4.8503 7.7251 -0.433
N -0.8749 -6.3044 7.9468 0.152
C -1.1584 -7.2081 6.9874 -0.120
C -1.4421 -8.3986 7.5625 -0.648
N -1.2777 -8.1990 8.9524 0.072
C -1.0731 -6.8845 9.1688 0.005
C -1.4387 -9.2218 9.9825 -0.775
H 1.2139 -4.5349 7.0824 0.339
H 0.1068 -3.4805 6.3233 0.339
H 0.1251 -5.1886 5.8617 0.295
H -1.9147 -4.5596 7.6279 0.385
H -0.5308 -4.4476 8.6745 0.298
H -1.1051 -6.9105 5.9756 0.399
H -1.6664 -9.3831 7.1327 0.420
H -1.1680 -6.3761 10.1220 0.340
H -0.7702 -10.0193 9.7737 0.344
H -2.5098 -9.5406 9.8987 0.361
H -1.2847 -8.6671 10.8833 0.275
C -1.8626 0.3405 3.7012 -1.176
C -2.5861 0.0892 2.4023 -0.297
N -1.6750 -0.4560 1.4097 0.444
C -0.9893 0.2164 0.4868 -0.412
C 0.0092 -0.6308 -0.0472 -0.714
N -0.2059 -1.8125 0.6167 0.240
C -1.2223 -1.7097 1.4639 -0.247
C 0.6743 -2.9497 0.4913 -0.666
H -2.5879 0.7584 4.3706 0.426
H -1.0063 1.0065 3.5944 0.308
H -1.5335 -0.6068 4.0670 0.349
H -3.0773 0.9711 1.9544 0.041
H -3.4512 -0.6203 2.4922 0.302
H -1.2226 1.2220 0.2475 0.500
H 0.6546 -0.4688 -0.8869 0.511
H -1.5479 -2.3895 2.2596 0.420
H 1.0813 -3.2783 1.4352 0.341
H 1.5003 -2.6418 -0.1653 0.084
H 0.2330 -3.8532 0.0951 0.318
C 3.7028 -4.0100 -5.6360 -1.127
C 4.3242 -4.2143 -4.1862 0.088
N 5.8820 -4.2595 -4.1932 0.356
C 6.3941 -2.8885 -4.6605 -1.144
C 6.4326 -4.4162 -2.7506 -0.080
C 7.9509 -4.3509 -2.7194 -1.426
C 6.4179 -5.2297 -5.1771 -0.604
C 5.7831 -6.5833 -5.1485 -0.700
O 5.8098 -7.0961 -3.8315 -0.291
C 5.1245 -8.3545 -3.7952 -0.812
H 2.6358 -3.9118 -5.4130 0.377
H 3.8144 -4.8916 -6.2669 0.260
H 4.0850 -3.1062 -6.1107 0.296
H 3.9973 -5.1992 -3.7562 0.271
H 4.0776 -3.3942 -3.4605 0.040
H 5.9369 -2.1442 -4.0173 0.295
H 5.9673 -2.6363 -5.6300 0.485
H 7.4844 -2.8449 -4.7480 0.456
H 5.9651 -5.3329 -2.3095 0.440
H 5.9737 -3.5788 -2.2322 0.150
H 8.1736 -3.3012 -2.8257 0.385
H 8.6560 -4.9369 -3.3292 0.317
H 8.2244 -4.6422 -1.7310 0.369
H 7.4416 -5.4874 -4.9126 0.334
H 6.4421 -4.7269 -6.1324 0.346
H 6.4567 -7.2218 -5.7287 0.539
H 4.7944 -6.7159 -5.6125 0.364
H 4.0295 -8.1925 -3.6709 0.301
H 5.4132 -8.7982 -2.8591 0.280
H 5.2852 -9.0091 -4.6730 0.339
C -4.1827 -2.4505 -9.9187 -1.249
C -2.7237 -2.6821 -9.5747 -0.556
N -2.2322 -2.0834 -8.3022 0.501
C -0.8262 -2.5286 -8.1782 -1.033
C -2.2933 -0.5341 -8.3325 -0.588
C -1.4967 0.1175 -9.4589 -1.245
C -3.0033 -2.5931 -7.1259 -0.854
C -2.6317 -2.0650 -5.7415 -0.604
O -3.0410 -0.7445 -5.5068 -0.342
C -2.7706 -0.3331 -4.1584 -0.832
H -4.3676 -3.0350 -10.8354 0.415
H -4.4052 -1.4074 -10.1212 0.332
H -4.8512 -2.7934 -9.1351 0.339
H -2.0863 -2.2404 -10.3619 0.456
H -2.5343 -3.7445 -9.5657 0.534
H -0.8036 -3.4946 -7.6093 0.358
H -0.1516 -1.7699 -7.7238 0.350
H -0.4501 -2.8345 -9.1529 0.382
H -1.9567 -0.2563 -7.3623 0.533
H -3.3718 -0.2818 -8.3773 0.440
H -1.2422 1.1489 -9.1251 0.410
H -2.0634 0.1479 -10.4038 0.336
H -0.4912 -0.3270 -9.5942 0.322
H -2.8904 -3.6588 -7.0521 0.443
H -4.0331 -2.3813 -7.3564 0.302
H -1.5852 -2.2964 -5.5389 0.318
H -3.2074 -2.7317 -5.0588 0.555
H -1.7221 -0.3949 -3.9432 0.395
H -3.2987 -0.9990 -3.4184 0.206
H -3.1474 0.6581 -4.0789 0.359
C -5.4675 -0.8116 -1.1877 -1.179
C -5.9296 0.5935 -1.5752 -0.760
N -7.3960 0.8634 -1.4887 0.194
C -7.6624 2.2636 -2.0226 -0.722
C -8.1274 -0.0859 -2.4066 -0.625
C -7.6638 -0.0198 -3.8619 -1.271
C -8.0573 0.6957 -0.1205 -0.851
C -7.3683 1.3487 1.0706 -0.251
O -7.3160 2.7518 0.9891 -0.306
C -6.6879 3.3173 2.1153 -0.563
H -4.3919 -0.8037 -1.2390 0.251
H -5.8680 -1.5564 -1.9116 0.267
H -5.7365 -1.1787 -0.1865 0.312
H -5.7524 0.7550 -2.6451 0.589
H -5.4525 1.4073 -1.0182 0.531
H -6.8007 2.5424 -2.6578 0.339
H -7.7631 2.9573 -1.2101 0.264
H -8.6113 2.1605 -2.6069 0.360
H -9.1906 0.1455 -2.3140 0.619
H -7.9810 -1.1120 -2.0792 0.522
H -6.7160 -0.4538 -4.0162 0.297
H -7.6557 1.0325 -4.1102 0.348
H -8.3661 -0.5612 -4.4512 0.460
H -8.1096 -0.3991 0.0521 0.431
H -9.0398 1.1214 -0.2637 0.504
H -6.3614 0.9343 1.0589 0.089
H -7.9495 0.9896 1.9392 0.476
H -5.5909 3.0658 2.1809 0.145
H -7.1809 3.1504 3.0732 0.346
H -6.8387 4.4075 1.9064 0.202
Br -3.1117 3.0663 0.1438 -0.714
Br 3.6994 -1.4052 -1.5805 -0.740
```

Computed properties:
Charge   +6
Energy above the lowest of the compared OMol25 structures with the same formula, charge and spin   0.00 kJ/mol
Molecular weight   1199.49 Da
E_LUMO   -11.9 eV